# 1
Below is a 32-piece molecular cluster, C16H87FN4O31 overall, with properties calculated with ωB97M-V/def2-TZVPD.

XYZ file:
```
139
Properties=species:S:1:pos:R:3:forces:R:3
C -2.6935 -2.5699 0.1152 0.1 0.1 0.3
C -1.7596 -1.6184 0.2200 -0.5 -0.7 -0.1
C -0.3573 -1.9599 0.6304 -0.6 0.5 1.5
C 0.5180 -0.7114 0.9255 0.3 -0.7 -0.5
C -0.2835 0.3198 1.5861 -1.1 1.4 0.9
N -0.9071 1.1425 2.1183 0.9 -1.2 -0.7
N 1.0687 -0.1805 -0.3266 -0.3 0.6 0.3
C 0.2761 0.8735 -0.9733 0.8 0.0 -0.7
C 0.5881 0.8525 -2.4542 -0.6 -0.4 -0.3
C -0.1322 1.9597 -3.2090 0.3 0.1 0.3
C 1.7036 -1.0547 1.9001 -0.4 -0.6 -0.4
C 2.5166 0.1583 2.0122 1.0 1.2 0.8
N 3.1864 1.0649 2.2828 -0.7 -1.0 -0.7
C 1.1537 -1.5328 3.2805 0.5 0.6 0.6
C 1.6046 -0.7314 4.5001 0.3 0.1 0.3
C 2.4121 -1.4460 5.5491 -0.3 -0.7 -0.8
N 1.3179 0.4851 4.7309 -0.6 -0.2 -0.3
C 2.5345 -2.1690 1.2227 0.4 0.0 -0.1
C 4.0378 -2.0987 1.4276 -0.2 -0.5 -0.1
C 4.5147 -2.1812 2.8478 0.4 0.4 -0.1
F 4.5427 -3.2299 0.7678 0.1 -0.2 -0.2
H -2.7143 -3.4021 0.8154 0.6 -0.5 -0.9
H -3.4670 -2.4925 -0.6315 -0.8 0.5 0.6
H -2.0737 -0.6004 0.0452 0.5 0.1 -1.2
H 0.1194 -2.5487 -0.1406 0.2 0.1 -0.3
H -0.4288 -2.6246 1.4925 0.1 0.0 0.2
H 1.1397 -0.9350 -0.9951 0.0 -0.2 0.0
H -0.7927 0.6952 -0.9146 -0.3 0.2 0.4
H 0.5435 1.8512 -0.5838 -0.1 0.1 0.4
H 1.6537 0.8199 -2.6556 0.2 0.2 0.0
H 0.1630 -0.0827 -2.8092 0.2 -0.4 -0.1
H -0.4534 1.6026 -4.1756 0.0 0.1 -0.3
H 0.5318 2.8081 -3.3283 -0.1 0.3 -0.1
H -1.0138 2.2761 -2.6590 -0.2 0.1 0.1
H 1.4447 -2.5560 3.4574 0.1 -0.3 -0.2
H 0.0693 -1.5406 3.2939 -0.3 0.1 -0.2
H 2.6864 -2.4236 5.1716 0.3 -0.2 0.1
H 3.2903 -0.8856 5.8297 0.1 0.2 0.3
H 1.7652 -1.6290 6.3964 0.0 0.1 0.4
H 0.7344 0.8280 3.9631 0.1 0.3 0.1
H 2.3864 -2.1656 0.1503 0.0 0.1 -0.2
H 2.2172 -3.1461 1.5668 -0.3 0.0 0.2
H 4.4566 -1.2491 0.8992 0.1 0.3 0.1
H 4.2012 -1.3128 3.4135 -0.2 0.1 0.2
H 5.5989 -2.1430 2.8346 0.2 -0.1 0.1
H 4.2056 -3.1008 3.3285 -0.2 -0.1 0.1
O 2.2489 0.3232 7.8995 -0.3 0.1 0.2
H 2.0214 1.0609 8.4835 0.2 0.1 0.1
H 1.6630 0.4297 7.1396 0.2 0.2 -0.2
O -1.1277 -2.1591 5.1797 -0.1 -0.1 -0.5
H -1.9533 -2.0030 5.6563 0.0 -0.1 0.2
H -0.5791 -1.4145 5.4397 0.0 0.0 0.4
O -1.1975 -0.0636 -5.8501 0.1 -0.1 0.3
H -1.9923 0.3334 -6.2356 0.1 -0.1 -0.1
H -0.8878 -0.6564 -6.5417 -0.1 0.0 -0.1
O 5.1112 3.5526 2.8097 0.2 -0.1 -0.3
H 4.7629 2.6818 2.5770 -0.3 0.0 0.0
H 5.3217 3.4815 3.7457 0.1 0.1 0.0
O -1.6716 -1.7446 -3.3730 0.2 -0.1 -0.4
H -1.4090 -1.1713 -4.1143 -0.2 0.1 -0.1
H -1.8135 -2.6121 -3.7803 -0.2 -0.1 0.1
O -2.8676 3.2707 1.0245 0.1 -0.1 0.1
H -2.4336 4.1288 0.9813 0.0 0.0 -0.1
H -2.2407 2.7129 1.5095 0.1 0.2 0.1
O 1.1494 -2.7151 -3.5385 0.0 -0.1 0.0
H 0.2482 -2.3771 -3.4219 -0.1 0.0 0.1
H 1.4924 -2.2487 -4.3068 0.1 0.1 0.1
O -1.2828 1.9123 6.4653 0.1 -0.1 0.0
H -1.1953 2.8670 6.5394 0.0 0.0 0.1
H -0.9273 1.7082 5.5934 0.0 0.0 0.0
O 7.7527 5.2171 2.7821 0.1 0.0 0.1
H 8.4236 4.5531 2.6020 0.1 0.0 0.0
H 6.9642 4.8681 2.3564 -0.1 0.0 0.1
O -2.4933 0.7950 -8.1599 0.1 0.0 -0.3
H -2.4632 1.7595 -8.0944 -0.3 0.1 0.1
H -2.2453 0.6146 -9.0781 0.0 0.0 -0.1
O 1.4333 1.8273 -6.1505 0.1 -0.1 -0.2
H 2.0581 1.1269 -6.3658 0.0 0.0 -0.1
H 0.5844 1.4924 -6.4641 -0.1 0.0 0.2
O 2.0234 -5.5579 -4.3660 0.0 0.0 0.0
H 1.3990 -5.8780 -5.0221 0.0 0.0 0.0
H 1.6563 -4.7108 -4.0815 -0.1 0.1 0.1
O -3.3318 3.8392 -7.7281 0.0 -0.1 0.0
H -4.0841 3.9862 -7.1445 0.0 -0.1 0.0
H -2.7838 4.6223 -7.6151 0.1 0.0 -0.1
O -4.1891 -1.7431 -8.3470 0.0 -0.1 0.1
H -4.9447 -1.6043 -7.7653 0.0 0.2 0.0
H -3.6415 -0.9576 -8.2380 0.0 0.2 0.1
O -6.1065 -3.8364 -8.8079 0.0 0.0 0.1
H -6.2261 -4.2522 -7.9498 0.0 -0.1 0.0
H -5.2729 -3.3513 -8.7361 0.0 -0.1 -0.2
O -3.9991 0.5017 1.2514 0.1 0.2 0.2
H -3.5977 1.3796 1.1964 -0.3 0.0 -0.2
H -3.3397 -0.0128 1.7331 -0.1 -0.2 0.0
O 3.7059 2.9899 -4.5124 0.2 0.0 -0.1
H 3.0828 2.6251 -5.1482 -0.2 0.1 0.0
H 3.2782 3.7903 -4.1969 0.0 0.0 0.1
O -4.7175 3.1548 -10.4376 0.0 -0.1 0.0
H -5.0953 2.2767 -10.5424 0.0 0.0 0.0
H -4.3630 3.1643 -9.5411 0.1 0.1 0.0
O -0.7263 -0.9072 7.6010 0.2 0.1 0.0
H -0.3792 -0.0169 7.4616 -0.3 0.2 0.2
H -0.0691 -1.3375 8.1579 0.0 0.1 0.0
O -1.8948 0.2426 -11.3967 0.0 -0.1 0.2
H -1.7554 0.7678 -12.1901 0.0 0.1 0.0
H -2.0146 -0.6565 -11.7176 0.0 0.0 0.0
O -1.5872 -4.9859 -3.5260 0.0 0.1 0.0
H -2.0168 -5.8167 -3.7494 0.0 0.0 -0.1
H -1.3372 -5.0860 -2.6016 0.1 0.0 0.0
O 1.4361 -4.9015 2.8723 0.0 -0.1 0.0
H 1.2106 -5.6057 3.4886 0.0 0.0 0.0
H 2.2419 -5.2059 2.4396 0.0 0.0 0.0
O 2.3255 2.5272 10.2249 0.0 -0.1 -0.1
H 2.6778 3.4174 10.1038 0.0 0.2 0.0
H 2.9582 2.0970 10.8070 0.0 0.0 0.0
O 2.8288 5.5902 10.3792 -0.1 -0.1 0.0
H 1.9961 5.7847 10.8207 0.0 0.0 0.0
H 3.3918 6.3439 10.5772 0.1 0.0 0.0
O -4.5183 -0.3860 -4.3427 0.0 0.0 -0.1
H -3.6791 -0.7753 -4.0730 0.1 -0.1 0.1
H -4.9573 -0.1709 -3.5144 0.0 0.0 0.0
O 6.5542 4.3360 -0.1690 -0.3 -0.2 0.0
H 6.1345 4.0632 0.6577 -0.1 0.0 0.0
H 6.6325 3.5190 -0.6734 0.2 0.0 0.0
O -5.8244 0.7052 3.6404 0.0 0.1 0.0
H -5.3308 0.7874 2.8111 0.0 -0.1 -0.1
H -5.4141 -0.0385 4.0888 0.0 0.0 0.0
O -2.2824 -3.6652 2.8850 0.0 -0.4 0.2
H -1.4136 -4.0376 3.0692 0.1 0.1 0.0
H -2.6777 -3.5804 3.7600 0.0 0.2 0.0
O 3.6071 3.0195 -1.2802 -0.1 -0.1 0.1
H 3.3300 2.6061 -0.4555 0.0 0.0 0.0
H 4.4505 3.4370 -1.0789 0.0 0.2 0.0
O -3.5112 -3.3034 6.3268 0.0 -0.1 -0.1
H -4.0744 -3.2768 7.1059 0.0 0.1 0.0
H -2.9222 -4.0494 6.4789 0.1 0.0 0.0
O -5.3348 5.4621 1.0429 0.1 0.0 0.0
H -5.8595 5.4954 1.8477 0.0 0.0 0.0
H -4.8326 4.6433 1.1224 0.0 -0.1 0.0
```
Forces are in eV/Å.

Molar mass: 850.867 g/mol
Total energy: -90154.059 eV
Charge: 0
Spin multiplicity: 1
LUMO energy: -0.30 eV

---

# 2
Below is a 18-piece molecular cluster, C31H45Cl52N3O5S2Si overall, with properties calculated with ωB97M-V/def2-TZVPD.

XYZ file:
```
139
Properties=species:S:1:pos:R:3:forces:R:3
C 7.2645 -0.8999 3.4779 -0.4 0.2 -0.1
C 6.3600 -0.1212 2.5034 0.7 -0.1 0.2
O 5.2566 -0.8880 2.0430 0.0 0.2 -0.3
C 5.5519 -1.4189 0.7672 0.4 -0.2 0.2
C 4.6227 -2.5517 0.4063 -0.4 0.2 0.6
O 3.2486 -2.1537 0.3796 0.4 -0.4 -0.7
Si 2.3237 -2.7067 -0.8990 -1.3 0.5 0.1
C 2.5130 -1.7301 -2.5164 0.8 -0.1 0.3
C 3.6544 -0.6736 -2.5367 -0.8 0.1 -0.2
C 3.1080 0.7801 -2.4393 0.7 0.0 -0.2
C 3.6250 1.5602 -1.2167 0.4 0.0 0.1
S 2.3388 1.7754 0.0115 -1.4 -0.6 -0.9
O 1.5809 2.9506 -0.2939 0.7 0.6 0.4
O 1.5571 0.5778 0.0829 0.6 -0.3 0.3
Cl 3.3454 1.9555 1.7758 0.0 0.2 -0.3
C 0.5260 -2.4981 -0.3687 0.1 -0.3 -0.2
C 0.0628 -3.4368 0.7763 -0.1 0.4 -0.9
S -0.4454 -2.5713 2.2823 0.0 0.0 0.3
C -2.0188 -2.0348 1.7635 -0.3 -0.4 -0.7
N -2.8647 -2.6245 0.9705 1.2 0.2 -0.1
N -3.9210 -1.7683 0.8386 -0.7 0.4 0.2
C -3.6881 -0.7241 1.5545 0.5 -1.2 -0.3
O -2.4890 -0.8459 2.1700 0.3 1.0 0.7
C 2.5792 -4.5538 -1.2887 -0.2 0.0 0.5
N 3.2550 -5.3586 -0.2549 0.3 0.0 -0.4
C 4.5856 -5.8071 -0.6325 0.4 -0.3 -0.1
H 7.0408 -0.5959 4.5030 0.1 -0.1 0.0
H 7.0981 -1.9778 3.4081 0.0 0.1 -0.1
H 8.3130 -0.6852 3.2694 -0.3 -0.2 0.0
H 6.9879 0.1900 1.6591 -0.2 0.1 -0.1
H 6.0189 0.8019 2.9735 -0.3 -0.2 0.0
H 6.5625 -1.8545 0.8052 0.0 0.0 -0.2
H 5.5847 -0.6162 0.0174 -0.2 -0.1 0.0
H 4.7340 -3.3027 1.1982 0.1 0.0 -0.2
H 4.9315 -2.9972 -0.5483 0.1 0.1 0.1
H 1.5578 -1.2558 -2.7516 0.0 -0.1 0.0
H 2.7223 -2.4590 -3.3066 -0.2 0.0 0.0
H 4.1927 -0.7906 -3.4799 0.0 0.2 0.1
H 4.3894 -0.8328 -1.7468 -0.1 -0.1 0.0
H 2.0201 0.8072 -2.4889 0.0 0.0 0.0
H 3.4794 1.3089 -3.3204 -0.2 0.2 0.1
H 4.4452 1.0207 -0.7437 -0.1 0.1 0.1
H 3.9777 2.5561 -1.4866 -0.1 0.0 0.2
H -0.0508 -2.7707 -1.2659 0.0 0.1 0.0
H 0.3007 -1.4453 -0.1862 0.1 -0.1 0.1
H 0.8693 -4.1280 1.0322 -0.2 0.0 0.4
H -0.7778 -4.0295 0.4082 0.3 0.3 0.6
H -4.3011 0.1537 1.6804 0.5 -0.4 -0.1
H 3.0752 -4.6416 -2.2601 0.2 -0.1 0.2
H 1.5785 -4.9861 -1.4500 0.0 0.2 -0.1
H 3.2624 -4.8949 0.6400 0.1 0.1 -0.1
H 5.0378 -5.2011 -1.4314 -0.1 0.1 0.1
H 5.2901 -5.7929 0.2042 -0.2 0.0 0.1
H 4.5794 -6.8366 -1.0107 -0.1 0.1 0.0
C -0.9549 -7.5882 -0.4404 0.1 0.0 -0.1
Cl -1.4185 -8.6368 -1.7840 0.0 0.0 0.0
Cl 0.7761 -7.6808 -0.1346 0.0 0.0 0.0
Cl -1.4245 -5.9163 -0.7575 -0.3 -0.4 -0.2
H -1.4791 -7.9213 0.4457 0.0 0.0 0.0
C 7.9597 3.8207 3.5377 0.0 0.0 -0.1
Cl 8.3103 2.3065 4.3815 -0.3 0.3 0.0
Cl 9.3178 4.2807 2.5145 -0.1 -0.1 0.1
Cl 6.4762 3.6854 2.5897 0.0 0.0 0.0
H 7.8136 4.5952 4.2791 0.0 0.0 0.0
C -5.2293 0.2406 -2.6130 0.2 0.0 0.0
Cl -6.9249 0.1247 -2.1342 0.0 0.0 0.0
Cl -4.6715 1.9155 -2.5346 0.0 0.0 0.0
Cl -4.2366 -0.8086 -1.6010 -0.4 0.4 -0.7
H -5.1468 -0.0918 -3.6357 0.0 0.1 0.0
C -4.9422 -0.9566 -6.6479 0.0 0.1 0.2
Cl -3.9830 0.4454 -6.1593 0.1 -0.5 0.0
Cl -5.2378 -1.9935 -5.2365 0.2 0.0 -0.3
Cl -6.4328 -0.4268 -7.4175 0.1 0.0 0.0
H -4.3759 -1.5272 -7.3718 0.0 0.0 0.0
C -3.2899 4.9198 -0.0894 -0.1 0.0 0.0
Cl -3.1175 6.4491 0.7760 0.0 0.0 0.0
Cl -4.4223 3.8544 0.7491 0.1 0.1 -0.1
Cl -3.8193 5.1958 -1.7483 0.1 0.0 0.0
H -2.3226 4.4346 -0.1173 0.0 0.0 0.0
C 11.0510 -1.4581 4.8516 0.3 0.1 -0.2
Cl 11.0962 -2.4628 3.4000 0.0 0.0 0.1
Cl 12.6804 -1.1677 5.4620 0.0 0.0 0.0
Cl 10.2266 0.0723 4.5206 0.7 -0.2 0.3
H 10.4951 -1.9880 5.6104 0.0 0.0 0.0
C -7.3229 7.3048 -3.1002 0.0 -0.1 0.1
Cl -9.0397 7.1623 -3.4949 0.0 0.0 0.0
Cl -7.0269 6.8586 -1.4245 -0.1 0.0 0.0
Cl -6.3540 6.3095 -4.1941 0.0 0.0 0.0
H -7.0305 8.3377 -3.2349 0.0 0.0 0.0
C -5.2327 -5.0417 3.5994 0.0 0.2 0.1
Cl -5.8925 -4.4965 5.1489 0.0 0.0 0.0
Cl -4.6269 -3.6893 2.6522 -0.3 -0.8 0.7
Cl -3.9610 -6.2450 3.8601 0.0 0.0 0.0
H -6.0330 -5.5136 3.0432 0.0 0.0 0.0
C -5.9084 2.8033 4.0175 0.0 0.0 0.1
Cl -7.6537 2.7876 4.2595 0.0 0.0 0.0
Cl -5.0611 2.4834 5.5276 0.0 0.0 0.0
Cl -5.4411 1.6254 2.7812 -0.4 0.3 0.4
H -5.6213 3.7866 3.6661 0.0 0.0 0.0
C -9.8024 -3.1180 -6.0498 0.0 -0.1 0.1
Cl -10.7828 -2.8661 -4.6019 0.0 0.1 0.0
Cl -8.0963 -2.8241 -5.7218 -0.4 -0.2 0.1
Cl -10.0515 -4.7483 -6.6824 0.0 0.0 0.0
H -10.1224 -2.4116 -6.8045 0.0 0.0 0.0
C -8.7704 -3.1533 0.6386 0.1 0.1 0.0
Cl -8.8581 -4.8499 1.1343 0.0 0.0 0.0
Cl -7.2079 -2.4679 1.0667 -0.2 0.0 -0.2
Cl -9.0976 -2.9936 -1.0922 0.0 0.0 0.1
H -9.5377 -2.6078 1.1718 0.0 0.0 0.0
C -10.8991 6.9900 -0.0881 0.0 0.0 0.1
Cl -12.6237 6.9214 0.2776 0.1 -0.3 0.0
Cl -10.2826 8.6354 0.0954 0.0 0.0 0.0
Cl -9.9946 5.8733 0.9328 0.0 0.0 0.0
H -10.7591 6.6914 -1.1190 0.0 0.0 0.0
C 10.0429 -1.8408 -0.2760 -0.1 0.1 0.0
Cl 9.8165 -0.3729 0.6761 -0.1 -0.1 -0.1
Cl 9.3024 -3.2362 0.5128 0.0 0.0 0.0
Cl 9.3969 -1.6326 -1.9054 0.0 0.0 0.0
H 11.1058 -2.0282 -0.3548 0.0 0.0 0.0
C 13.1498 3.0923 1.4466 0.0 0.0 0.1
Cl 12.1139 1.7591 1.9558 0.1 0.1 0.0
Cl 12.2102 4.5447 1.0860 0.1 0.0 -0.1
Cl 14.3675 3.4362 2.6752 0.0 0.0 0.0
H 13.6597 2.7922 0.5408 0.0 0.0 0.0
C -4.1993 5.0007 -6.9851 0.1 -0.1 0.0
Cl -4.3097 3.3074 -6.4964 -0.1 0.6 -0.1
Cl -2.6187 5.6697 -6.5743 0.0 0.0 0.0
Cl -4.5224 5.1739 -8.7112 0.0 0.0 0.0
H -4.9511 5.5613 -6.4453 0.0 0.0 0.0
C 8.1137 -3.1025 7.9224 0.0 0.0 0.1
Cl 7.3923 -2.7503 9.4899 0.0 0.0 0.0
Cl 8.4992 -1.6091 7.0599 -0.2 0.0 0.1
Cl 9.5588 -4.0993 8.1030 0.0 0.0 0.0
H 7.3932 -3.6543 7.3332 0.0 0.0 0.0
C -15.0788 10.3586 -0.7474 0.1 0.1 0.0
Cl -13.3891 9.9718 -0.4286 -0.2 0.3 -0.1
Cl -15.4372 12.0319 -0.3125 0.0 0.0 0.0
Cl -15.4824 10.0542 -2.4391 0.0 0.0 0.0
H -15.6941 9.7135 -0.1343 0.0 0.0 0.0
```
Forces are in eV/Å.

Molar mass: 2475.493 g/mol
Total energy: -728295.919 eV
Charge: 0
Spin multiplicity: 1
LUMO energy: 0.16 eV